Formula: C34H72F16O26S8
Source: the Open Molecules 2025 dataset
Level of theory: the ωB97M-V functional and the def2-TZVPD basis

## Properties
Kohn-Sham gap = 0.395 Ha
Highest occupied orbital energy = -10.7 eV
Structure (SMILES) = FC(F)C(F)(F)COC(F)(F)C(F)F.FC(F)C(F)(F)COC(F)(F)C(F)F.CCOS(C)(=O)=O.CCOS(C)(=O)=O.CCOS(C)(=O)=O.CCOS(C)(=O)=O.CCOS(C)(=O)=O.CCOS(C)(=O)=O.CCOS(C)(=O)=O.CCOS(C)(=O)=O

Last column: Löwdin charge in e.
Positions of all 156 atoms, in Å:
1 O 6.2940 -1.9408 3.2412  -0.277
2 S 7.4082 -2.3043 4.0840  0.686
3 O 7.3033 -2.6783 5.4886  -0.300
4 O 8.4674 -3.2829 3.2340  -0.287
5 C 9.3053 -4.2104 3.8338  -0.314
6 C 10.0443 -4.9761 2.7343  -0.070
7 C 8.6246 -0.9230 4.0658  -0.104
8 H 8.6486 -4.9922 4.2157  0.121
9 H 10.0440 -3.8155 4.5313  0.123
10 H 9.2808 -5.3905 2.0760  0.077
11 H 10.6382 -5.8044 3.1206  0.082
12 H 10.5893 -4.3403 2.0365  0.078
13 H 8.2223 -0.2468 3.3114  0.060
14 H 9.6692 -1.2341 4.0497  0.068
15 H 8.4442 -0.3818 4.9945  0.058
16 O 4.2869 2.8963 7.1659  -0.316
17 S 3.0276 2.6833 7.9195  0.743
18 O 2.1149 3.8106 8.2216  -0.318
19 O 2.1384 1.4332 7.1676  -0.261
20 C 0.7915 1.3805 7.6050  -0.359
21 C 0.1146 0.1271 7.2356  -0.074
22 C 3.4485 1.7436 9.4992  -0.095
23 H 0.4122 2.2387 7.0504  0.117
24 H 0.5574 1.5953 8.6477  0.117
25 H -0.9491 0.0804 7.4687  0.088
26 H 0.6377 -0.6876 7.7362  0.088
27 H 0.0671 0.0510 6.1493  0.084
28 H 2.6251 1.1612 9.9127  0.061
29 H 3.9950 2.3954 10.1809  0.064
30 H 4.2527 1.0603 9.2265  0.059
31 O 5.3952 8.6622 1.8915  -0.300
32 S 4.0837 8.0668 1.7106  0.649
33 O 2.9826 8.8846 1.2355  -0.293
34 O 4.1188 6.7431 0.7563  -0.293
35 C 5.0052 5.6558 0.9635  -0.279
36 C 4.2800 4.3497 0.7090  -0.055
37 C 3.5998 7.2492 3.3463  -0.084
38 H 5.4615 5.7311 1.9505  0.110
39 H 5.7619 5.9373 0.2311  0.125
40 H 4.9082 3.4667 0.5919  0.081
41 H 3.6661 4.4397 -0.1872  0.079
42 H 3.5844 4.1230 1.5170  0.076
43 H 2.7536 6.6283 3.0522  0.061
44 H 3.2232 8.0899 3.9290  0.063
45 H 4.4201 6.6778 3.7806  0.061
46 O -2.9337 -2.5313 -6.6745  -0.298
47 S -3.6731 -1.4224 -7.2837  0.667
48 O -4.1516 -1.5925 -8.6348  -0.294
49 O -4.9004 -0.9816 -6.2416  -0.238
50 C -6.1516 -0.7352 -6.8169  -0.301
51 C -6.2514 0.5774 -7.6393  -0.078
52 C -2.6505 0.0854 -7.2535  -0.096
53 H -6.9631 -0.6332 -6.0963  0.118
54 H -6.5171 -1.5526 -7.4385  0.114
55 H -7.1958 0.8558 -8.1069  0.080
56 H -5.5135 0.5311 -8.4402  0.053
57 H -5.8818 1.4268 -7.0648  0.072
58 H -3.3336 0.9287 -7.3553  0.059
59 H -1.9316 0.0067 -8.0690  0.073
60 H -2.0903 0.0508 -6.3192  0.069
61 O 10.2622 -4.3044 -6.0956  -0.321
62 S 10.2811 -5.4830 -5.1975  0.758
63 O 11.4979 -5.7183 -4.3202  -0.324
64 O 8.8125 -5.6405 -4.3617  -0.286
65 C 7.5967 -5.3748 -5.0261  -0.317
66 C 7.1254 -3.9697 -4.6644  -0.063
67 C 10.0605 -6.9747 -6.2258  -0.117
68 H 6.8740 -6.1237 -4.7021  0.122
69 H 7.5582 -5.5774 -6.0964  0.115
70 H 6.1254 -3.8249 -5.0731  0.078
71 H 7.8048 -3.2081 -5.0471  0.076
72 H 7.0345 -3.8950 -3.5807  0.081
73 H 11.0273 -7.4757 -6.2750  0.068
74 H 9.7155 -6.7124 -7.2259  0.064
75 H 9.1979 -7.5361 -5.8666  0.064
76 O -5.4327 5.1692 5.1858  -0.313
77 S -5.6345 6.5248 4.6120  0.696
78 O -4.5221 7.3181 4.2274  -0.289
79 O -6.7535 6.4869 3.3104  -0.284
80 C -6.7821 7.6232 2.4531  -0.281
81 C -7.5559 7.2431 1.1122  -0.038
82 C -6.6613 7.4697 5.8533  -0.102
83 H -5.8369 8.1473 2.3112  0.110
84 H -7.4145 8.2781 3.0524  0.100
85 H -6.8032 6.6672 0.5738  0.069
86 H -7.8717 8.1038 0.5226  0.074
87 H -8.3598 6.5633 1.3947  0.072
88 H -7.6304 6.9709 5.8365  0.062
89 H -6.7357 8.4975 5.4981  0.059
90 H -6.3309 7.4235 6.8910  0.068
91 O -2.0597 -8.8025 -2.6864  -0.288
92 S -3.1799 -9.6058 -3.1257  0.635
93 O -2.9785 -10.8239 -3.8484  -0.287
94 O -4.0216 -9.9994 -1.7563  -0.266
95 C -5.2339 -10.6992 -1.8225  -0.262
96 C -6.3373 -9.6508 -1.4355  -0.076
97 C -4.3073 -8.5331 -4.1001  -0.098
98 H -5.2697 -11.3465 -0.9463  0.119
99 H -5.4889 -11.1849 -2.7644  0.120
100 H -7.1352 -9.9357 -0.7497  0.068
101 H -6.7887 -9.1709 -2.3038  0.060
102 H -5.9434 -8.8120 -0.8615  0.075
103 H -3.7982 -8.1703 -4.9930  0.075
104 H -4.6831 -7.7673 -3.4216  0.070
105 H -5.0968 -9.2314 -4.3780  0.056
106 O 1.8607 7.5436 -6.9524  -0.320
107 S 1.6272 6.4312 -5.9695  0.699
108 O 0.8970 5.1934 -6.3350  -0.322
109 O 3.0494 5.8796 -5.4245  -0.306
110 C 3.8225 5.0842 -6.3747  -0.210
111 C 3.5505 3.5644 -6.0102  -0.065
112 C 1.1081 7.1215 -4.3520  -0.107
113 H 4.8772 5.2609 -6.1637  0.114
114 H 3.5691 5.3314 -7.4057  0.112
115 H 3.9688 2.8220 -6.6899  0.071
116 H 2.4903 3.3114 -5.9985  0.055
117 H 3.9061 3.4353 -4.9879  0.070
118 H 0.1575 7.6497 -4.4259  0.068
119 H 1.8358 7.8556 -4.0061  0.072
120 H 0.9657 6.3359 -3.6101  0.069
121 C -7.6970 0.0048 3.3226  -0.048
122 C -9.2017 0.2530 3.3413  -0.475
123 C -9.7573 -0.2194 4.8171  -0.270
124 F -9.1380 0.4137 5.8266  0.104
125 F -11.0934 0.0599 4.8011  0.063
126 F -9.5302 1.5787 3.1444  0.103
127 F -9.7901 -0.4360 2.4286  0.172
128 O -7.3376 -1.2994 3.8393  0.011
129 C -7.1613 -2.3269 2.8636  -0.534
130 C -6.3825 -3.4973 3.5173  -0.274
131 F -6.3031 -4.6379 2.7720  0.088
132 F -5.1650 -3.1057 3.9421  0.108
133 F -8.4068 -2.6748 2.5824  0.158
134 F -6.6297 -1.9275 1.7184  0.175
135 H -7.2033 0.7493 3.9471  0.148
136 H -7.3454 0.1910 2.3078  0.144
137 H -9.7261 -1.3032 4.9286  0.160
138 H -6.9577 -3.8159 4.3866  0.168
139 C 0.5551 -0.5326 0.0230  -0.017
140 C 0.4434 -1.9152 -0.6553  -0.419
141 C 0.8287 -3.1547 0.1596  -0.329
142 F 2.1369 -3.4368 0.4381  0.078
143 F 0.1907 -3.0890 1.3120  0.102
144 F -0.8628 -2.0842 -0.9059  0.131
145 F 1.1396 -2.1934 -1.8049  0.105
146 O -0.2369 0.4074 -0.7232  -0.004
147 C -1.1932 1.1497 -0.0416  -0.510
148 C -1.8937 1.9434 -1.1510  -0.377
149 F -2.3630 1.2864 -2.1880  0.137
150 F -2.6674 2.9348 -0.8258  0.157
151 F -1.9348 0.3362 0.6865  0.181
152 F -0.4205 1.9082 0.8019  0.128
153 H 1.5631 -0.2091 -0.2365  0.147
154 H 0.4610 -0.5208 1.1089  0.151
155 H 0.4828 -4.1075 -0.2413  0.172
156 H -1.0242 2.3505 -1.6672  0.167


Formula: C34H72O26
Source: the Open Molecules 2025 dataset
Level of theory: the ωB97M-V functional and the def2-TZVPD basis

## Properties
Kohn-Sham gap = 0.375 Ha
Highest occupied orbital energy = -9.6 eV
Structure (SMILES) = CCOC(=O)OC.CCOC(=O)OC.CCOC(=O)OC.CCOC(=O)OC.CCOC(=O)OC.CCOC(=O)OC.CCOC(=O)OC.CCOC(=O)OC.CO.CO

Last column: Löwdin charge in e.
Positions of all 132 atoms, in Å:
1 C 0.6575 -2.6407 -3.1856  -0.088
2 O -0.0779 -1.3500 -3.1876  -0.119
3 H 1.3577 -2.8700 -3.9816  0.077
4 H 1.2004 -2.6768 -2.1967  0.055
5 H -0.0282 -3.4707 -3.1822  0.064
6 H -0.1102 -1.0972 -4.0934  0.032
7 C -0.3022 -0.2816 -0.2396  -0.144
8 O 0.6165 -1.3124 0.0028  -0.127
9 H -0.2111 0.4885 0.4926  0.075
10 H -0.1861 -0.0260 -1.2817  0.046
11 H -1.3004 -0.6826 -0.2082  0.052
12 H 0.6631 -1.4368 0.9510  0.014
13 C 2.9091 5.4422 -3.7008  -0.059
14 C 1.9826 4.2371 -3.6730  -0.192
15 O 2.8980 3.1217 -3.4286  0.044
16 C 2.3510 2.1306 -2.7418  -0.633
17 O 1.1877 2.0167 -2.4395  0.114
18 O 3.3630 1.3481 -2.4703  0.010
19 C 3.0828 0.0361 -1.9302  0.000
20 H 2.3758 6.3103 -4.0599  0.077
21 H 3.7713 5.2442 -4.2778  0.062
22 H 3.3134 5.6369 -2.6934  0.085
23 H 1.5004 4.0273 -4.6350  0.129
24 H 1.1711 4.4105 -2.9847  0.108
25 H 3.7789 -0.6223 -2.4606  0.100
26 H 2.0432 -0.2748 -2.2867  0.101
27 H 3.1217 -0.1292 -0.8337  0.101
28 C -5.4550 -7.1798 -0.6878  -0.083
29 C -4.6055 -6.8246 0.4838  -0.181
30 O -4.5842 -5.3433 0.5312  0.016
31 C -3.4318 -4.8384 0.9738  -0.677
32 O -2.5124 -5.4914 1.2998  0.153
33 O -3.6160 -3.5541 0.9777  0.028
34 C -2.4537 -2.7561 1.2612  0.000
35 H -5.4384 -8.2830 -0.7561  0.090
36 H -5.0592 -6.8270 -1.6295  0.076
37 H -6.4464 -6.7882 -0.7062  0.067
38 H -3.5776 -7.2300 0.3387  0.133
39 H -5.0436 -7.0873 1.4430  0.127
40 H -2.3701 -2.5097 2.3141  0.090
41 H -2.5955 -1.8154 0.6961  0.080
42 H -1.5498 -3.2596 1.0254  0.085
43 C -6.1816 -2.4257 -1.8645  -0.048
44 C -5.3891 -1.2499 -1.2780  -0.139
45 O -5.9243 -1.1224 0.1113  0.038
46 C -5.2569 -0.3736 0.9348  -0.597
47 O -4.4204 0.4275 0.5950  0.097
48 O -5.5321 -0.6867 2.2585  -0.011
49 C -4.9145 0.2010 3.1782  -0.053
50 H -6.1330 -3.3087 -1.0891  0.120
51 H -5.6329 -2.7017 -2.7212  0.050
52 H -7.2092 -2.1029 -2.1159  0.084
53 H -5.5699 -0.3334 -1.7745  0.116
54 H -4.3941 -1.5694 -1.1629  0.100
55 H -3.9128 0.4256 2.8112  0.067
56 H -4.9418 -0.2248 4.1371  0.076
57 H -5.4488 1.1895 3.1672  0.119
58 C -1.7505 0.3764 6.0205  -0.048
59 C -1.3770 0.0226 4.5904  -0.122
60 O 0.0168 -0.5435 4.8129  0.035
61 C 0.7204 -0.9521 3.7678  -0.606
62 O 0.2927 -1.1662 2.6658  0.115
63 O 1.9509 -1.2004 4.1724  0.015
64 C 2.9179 -1.6149 3.1625  -0.003
65 H -1.1657 1.1554 6.4900  0.072
66 H -1.5544 -0.4287 6.6989  0.076
67 H -2.7550 0.7203 6.1306  0.070
68 H -1.3001 0.7916 3.8467  0.086
69 H -2.0240 -0.6817 4.1133  0.096
70 H 2.7237 -2.6858 2.8921  0.115
71 H 3.8529 -1.5589 3.7102  0.101
72 H 2.8520 -0.9722 2.3067  0.079
73 C 1.6838 4.0827 0.0717  -0.037
74 C 2.6853 3.1111 0.6568  -0.153
75 O 3.9388 3.8570 0.5904  0.059
76 C 4.9905 3.4808 1.2279  -0.623
77 O 6.0918 3.8338 0.9261  0.131
78 O 4.6214 2.6512 2.2697  -0.058
79 C 5.7407 2.3898 3.1704  -0.027
80 H 2.1015 4.3779 -0.8838  0.061
81 H 1.5369 4.8923 0.7571  0.084
82 H 0.7991 3.5049 -0.1366  0.070
83 H 2.7772 2.2992 -0.0855  0.118
84 H 2.4051 2.7647 1.6583  0.115
85 H 5.6716 3.0206 4.0643  0.090
86 H 6.7123 2.5841 2.6859  0.094
87 H 5.6859 1.3347 3.4551  0.087
88 C 3.3030 -3.5773 -0.3306  -0.048
89 C 4.4472 -2.7613 0.2031  -0.195
90 O 5.0390 -2.0008 -0.8688  0.022
91 C 5.6435 -0.8890 -0.5099  -0.670
92 O 5.5274 -0.3829 0.6021  0.075
93 O 6.3798 -0.4241 -1.4727  0.013
94 C 6.7134 1.0132 -1.4338  0.039
95 H 2.4282 -3.0948 -0.7890  0.048
96 H 2.9608 -4.1790 0.4805  0.064
97 H 3.7592 -4.3479 -1.0239  0.104
98 H 5.2344 -3.3243 0.6101  0.115
99 H 4.0976 -2.0240 1.0069  0.104
100 H 6.3311 1.3348 -0.4969  0.056
101 H 6.1540 1.4895 -2.3041  0.120
102 H 7.7975 1.0727 -1.5236  0.097
103 C -2.7156 -1.9020 -6.6819  -0.069
104 C -2.4663 -0.3931 -6.8231  -0.153
105 O -1.5155 0.0289 -5.7406  0.021
106 C -2.1268 0.4882 -4.6530  -0.599
107 O -3.3400 0.3403 -4.4068  0.069
108 O -1.2809 1.0861 -3.8402  0.004
109 C -1.8907 1.7037 -2.7235  -0.046
110 H -3.4586 -2.1655 -5.9263  0.069
111 H -1.7891 -2.4134 -6.3592  0.079
112 H -3.0274 -2.3239 -7.6790  0.090
113 H -3.4135 0.1568 -6.6559  0.122
114 H -2.0828 -0.1522 -7.7953  0.108
115 H -2.4133 1.0564 -2.0719  0.080
116 H -2.4909 2.5558 -3.0653  0.113
117 H -1.0375 2.1206 -2.1981  0.068
118 C 2.1558 4.0551 4.6414  -0.039
119 C 0.6761 3.4928 4.6954  -0.146
120 O 0.2076 3.6707 3.3168  0.018
121 C -1.0752 3.3671 3.0969  -0.645
122 O -1.8700 2.9868 3.8515  0.162
123 O -1.2614 3.5718 1.7725  -0.007
124 C -2.3359 2.7432 1.3261  -0.059
125 H 2.1652 5.1219 4.4904  0.072
126 H 2.7323 3.4621 3.9297  0.054
127 H 2.6949 3.9249 5.5834  0.073
128 H 0.0479 4.0926 5.3682  0.125
129 H 0.6840 2.4457 5.0288  0.115
130 H -3.3167 3.1364 1.7182  0.114
131 H -2.2440 1.6866 1.6022  0.072
132 H -2.3990 2.7684 0.2154  0.099